Below is the ion C2H7N2O with charge +1 at a distorted geometry, with properties calculated with ωB97M-V/def2-TZVPD.

## Properties
2S+1 = 3
<S²> = 2.006
Maximum force = 9.36 eV/A
Kohn-Sham gap (alpha / beta) = 6.41 / 7.66 eV
Net charge = +1

Geometry as XYZ:
```
12
Properties=species:S:1:pos:R:3:forces:R:3:mulliken_spin:R:1
C -0.060 -0.171 -0.017 -8.2 4.0 -2.1 0.610
C -1.483 0.483 -0.187 2.4 -1.2 1.7 -0.010
N 0.945 0.649 -0.183 7.5 1.4 0.3 0.642
N -0.067 -1.395 0.290 3.6 -8.3 2.2 0.489
O 2.235 0.019 -0.023 -4.2 0.7 -0.4 0.211
H -1.516 1.200 -0.937 -0.5 0.4 -2.4 0.008
H -2.217 -0.312 -0.085 -0.2 0.3 -0.7 0.005
H -1.644 1.149 0.624 -0.3 0.5 1.6 0.031
H 0.875 1.634 0.170 0.4 -0.3 0.0 0.034
H -0.819 -2.059 0.087 0.1 0.7 0.0 -0.003
H 0.866 -1.893 0.409 -1.7 0.7 0.0 -0.015
H 2.885 0.697 -0.147 1.0 1.1 -0.2 0.000
```
Positions in Å, forces in eV/Å.

=====

Below is the ion C2H7N2O2 with charge -1 at a distorted geometry, with properties calculated with ωB97M-V/def2-TZVPD.

## Properties
2S+1 = 1
SMILES = COCN(N)[O-]
Maximum force = 4.40 eV/A
Kohn-Sham gap = 5.67 eV
Net charge = -1

Geometry as XYZ:
```
13
Properties=species:S:1:pos:R:3:forces:R:3:mulliken_charge:R:1
C -1.534 -0.213 -0.455 -4.0 0.1 -1.8 -0.763
O -1.071 1.133 -0.489 0.9 -2.3 2.3 -0.290
C 0.029 1.126 0.494 1.3 -1.1 -3.5 -0.507
N 1.313 0.330 -0.201 -2.3 2.0 -0.2 -0.137
N 1.061 -1.109 -0.124 -0.6 1.0 2.3 -0.669
O 2.423 0.675 0.446 0.5 -0.2 0.8 -0.787
H -0.868 -0.999 -0.782 0.1 0.5 -0.7 0.423
H -2.556 -0.182 -1.051 1.9 -0.3 0.7 0.241
H -1.851 -0.626 0.517 0.2 0.8 0.4 0.281
H 0.201 2.194 0.496 1.0 -0.2 0.9 0.287
H -0.192 0.545 1.387 -0.3 0.5 0.4 0.388
H 1.466 -1.448 -0.943 1.1 -0.8 -1.3 0.228
H 1.578 -1.427 0.705 0.2 0.0 -0.3 0.304
```
Positions in Å, forces in eV/Å.